The following is a DFT calculation (ωB97M-V/def2-TZVPD) of C3H13MoN2O2 as an isolated structure at a distorted geometry.

* LUMO (spin up / spin down): -5.59 / -5.16 eV
* largest force on an atom: 2.2 eV/A
* charge: +1
* spin multiplicity: 3
* ΔE to the lowest compared entry with this formula, charge and spin: 0.000 eV
* E: -449.827908 a.u.

Atoms and positions in Å:
Mo: -0.579 -0.700 -1.155
O: -1.169 2.338 -0.253
O: -0.337 2.854 1.807
N: 1.040 0.782 2.065
N: -1.094 -2.560 -0.022
C: 0.743 0.487 -2.312
C: 0.292 0.806 0.740
C: -0.479 2.159 0.776
H: 2.050 0.852 1.903
H: 0.686 1.630 2.612
H: -0.339 -2.738 0.623
H: 0.834 -0.121 2.518
H: -0.511 -0.029 0.740
H: -1.913 -2.373 0.556
H: -1.345 -3.421 -0.534
H: -2.160 -1.221 -1.292
H: 0.716 -1.704 -0.928
H: 1.066 0.811 -0.052
H: 1.596 1.096 -1.974
H: -0.103 1.174 -2.599
H: 1.008 -0.121 -3.219

***

The following is a DFT calculation (ωB97M-V/def2-TZVPD) of C16H15N5O2 as an isolated structure at a distorted geometry.

* LUMO: -1.28 eV
* largest force on an atom: 17.7 eV/A
* charge: 0
* ΔE to the lowest compared entry with this formula, charge and spin: 19.640 eV
* E: -1042.219020 a.u.

Atoms and positions in Å:
O: 1.930 3.942 -0.615
O: -3.914 -0.850 -0.191
N: 5.954 -1.348 -1.612
N: 4.930 -0.330 -1.454
N: 6.426 -1.745 -0.504
N: -0.252 3.056 -0.705
N: 4.474 -0.585 0.038
C: -3.328 1.094 -0.131
C: 1.215 2.731 -0.493
C: 5.470 -1.276 0.182
C: -3.002 -0.087 -0.334
C: 1.713 1.664 0.154
C: 1.816 0.217 2.037
C: -0.836 0.645 -0.986
C: -3.705 -2.307 -0.504
C: 1.127 1.250 1.577
C: 2.792 -0.572 1.661
C: 2.791 1.045 -0.107
C: -5.107 -3.046 -0.164
C: -1.192 1.808 -0.340
C: -1.830 -0.339 -0.851
C: 3.440 -0.188 0.467
C: -2.446 2.163 -0.027
H: -4.992 -3.894 -0.460
H: 3.359 1.416 -1.060
H: -3.603 -2.449 -1.554
H: -5.953 -2.606 -0.593
H: 0.105 0.569 -1.221
H: -0.479 3.977 -0.950
H: 1.151 -0.166 3.168
H: -1.477 -1.417 -1.050
H: -2.664 3.246 0.053
H: -3.075 -2.844 0.096
H: 0.240 1.684 1.785
H: 3.238 -1.269 2.130
H: 5.419 -1.786 1.559
H: -5.414 -2.950 0.624
H: -4.321 1.546 0.374

***

The following is a DFT calculation (ωB97M-V/def2-TZVPD) of one molecule with the formula C4H8O2.

* SMILES: C[C@H](C=O)CO
* LUMO: 0.73 eV
* largest force on an atom: 0.5 eV/A
* charge: 0
* ΔE to the lowest compared entry with this formula, charge and spin: 1.298 eV
* E: -307.664722 a.u.

Atoms and positions in Å:
O: -1.511 1.342 -1.248
O: 1.930 0.999 -0.025
C: -0.319 0.109 0.451
C: -0.702 1.328 -0.352
C: 1.125 -0.171 -0.027
C: -1.197 -1.126 0.223
H: -0.076 2.206 -0.104
H: -2.268 -0.901 0.275
H: -1.011 -1.558 -0.765
H: -0.361 0.392 1.516
H: 2.768 0.770 -0.451
H: -0.987 -1.896 0.975
H: 1.026 -0.543 -1.059
H: 1.583 -0.952 0.590